C7H14 | ωB97M-V with the def2-TZVPD basis set

Properties
HOMO level (eV): -7.779
Relative energy (zero: lowest compared OMol25 entry of this formula, charge and spin) (kJ/mol): 364.7
Orbital gap (hartree): 0.31912

```
21
Properties=species:S:1:pos:R:3:lowdin_charge:R:1
C 0.878 1.079 1.372 -0.07
C 0.435 0.951 -0.085 -0.38
C 1.212 0.207 -1.107 -0.02
C 1.970 -0.968 -0.558 -0.16
C -0.718 -0.046 -0.468 -0.42
C -1.030 -1.183 0.500 -0.06
C -1.985 0.692 -0.894 -0.06
H 0.189 1.723 1.931 0.08
H 1.864 1.561 1.409 0.08
H 0.955 0.128 1.905 0.06
H 0.158 1.949 -0.446 0.12
H -0.335 -0.513 -1.422 0.12
H 3.012 -0.629 -0.650 0.09
H 1.891 -1.849 -1.205 0.08
H 1.818 -1.271 0.489 0.05
H -1.758 -1.850 0.023 0.08
H -1.473 -0.817 1.433 0.09
H -0.156 -1.790 0.753 0.06
H -1.759 1.512 -1.581 0.08
H -2.683 0.009 -1.391 0.08
H -2.485 1.107 -0.010 0.09
```